C48H72BF2N17OS as an isolated structure. Source: OMol25; level of theory: ωB97M-V/def2-TZVPD.

```
142
Properties=species:S:1:pos:R:3:forces:R:3
N 6.1585 -3.7428 3.2489 -0.16 -0.21 0.21
N 2.8678 -2.4062 -1.6366 -0.87 1.41 -0.82
C -3.7424 1.2687 0.6927 -0.17 0.81 -0.26
N -7.4425 1.7561 1.0396 0.05 -0.07 0.16
H 2.2113 6.9687 1.9472 -0.01 0.01 0.05
C 0.2195 0.1832 -1.7313 -0.54 0.31 -0.29
H 6.7431 -4.2337 1.2370 0.10 0.06 -0.06
N -4.4009 -1.8265 4.4346 -0.25 -0.04 0.15
C 4.7159 -5.8422 3.8605 0.16 0.24 -0.07
H -2.5512 -4.3299 4.5209 0.06 0.03 0.03
C -0.5931 -3.8656 3.8947 -0.25 -0.04 0.05
H 1.0767 -0.0741 4.0073 0.03 0.24 -0.43
C -3.1074 4.1927 -10.3769 -0.16 -0.20 0.15
C 3.7100 -1.9244 1.3348 -1.10 -0.75 -0.62
B -0.4178 1.0069 -2.9505 -0.02 0.37 -0.16
H -2.3578 -2.7174 3.8115 0.03 -0.01 -0.04
H 1.3434 1.9441 8.3494 -0.01 -0.01 -0.02
C -2.0537 -3.7577 3.7388 0.73 -0.08 0.11
H 0.0704 -1.4967 2.4882 -0.16 0.54 -0.27
H -6.6456 -0.3097 3.2951 0.06 0.01 -0.03
N -0.1381 0.9463 5.7433 0.04 0.09 0.33
H -4.7368 1.2291 0.2015 0.48 -0.20 0.30
N 1.8254 -9.1714 -3.8706 -0.30 0.05 -0.07
C 1.9464 6.0944 2.5388 -0.19 -0.15 -0.08
C 0.4499 1.8832 -3.9596 0.02 -0.03 0.25
H 4.0936 10.2490 2.3701 0.01 -0.04 -0.05
N 2.7278 9.0053 4.0233 -0.19 0.08 0.04
H -5.3604 0.9096 3.2624 -0.01 -0.04 -0.02
H 2.3970 -4.0406 -7.9863 0.00 0.01 0.04
H 2.1633 -3.3581 0.8660 -0.01 0.34 0.58
C 0.1310 -0.4585 2.1074 0.64 -0.19 0.16
H 0.1480 10.8267 4.1390 0.03 -0.02 -0.01
N 0.5474 -3.9505 4.0164 -0.16 -0.02 -0.02
H -3.4875 3.2033 -5.0407 0.08 -0.01 0.03
H -0.0213 1.8439 -4.9638 0.14 0.03 0.52
F 2.1384 2.3176 2.1654 -0.78 0.48 0.35
C 1.7685 1.6734 7.3845 -0.23 -0.10 -0.21
H -4.2561 -5.3197 -1.4723 -0.03 0.04 0.07
H -2.7205 2.7504 1.9730 -0.62 0.09 0.00
F 3.8486 -0.5628 1.0381 0.23 -0.32 0.63
H -3.5485 4.2476 -11.3709 -0.01 -0.02 0.03
H -1.1380 -8.1310 -4.2164 0.03 -0.01 0.06
H 1.6249 3.5779 -3.1036 -0.57 -0.17 0.14
H -2.0650 0.0310 -3.0732 -0.41 0.36 0.57
C -3.6143 2.6900 1.3249 0.36 -0.21 -0.84
N -0.7268 -6.1553 -1.9443 0.26 -0.23 -0.23
C -2.6687 1.0316 -0.4216 -0.12 -0.34 1.29
H 0.2294 2.8127 -0.7125 -0.33 0.41 0.48
H -0.9565 -9.5001 -5.3327 0.03 -0.01 0.02
C -7.0019 1.3179 2.0060 0.06 -0.08 0.20
H -3.7252 0.4900 1.4787 0.16 0.22 -0.37
H 0.0848 2.1286 2.4907 0.57 0.07 -0.09
H 2.2613 -6.8822 -2.6909 -0.02 -0.01 0.03
C 0.4157 -6.1080 -2.0633 0.08 0.15 0.08
S 2.8313 -2.1146 -3.2491 1.16 1.93 3.69
C 0.2579 9.7809 4.4208 0.26 -0.10 -0.07
C -3.0293 2.6862 -5.8823 0.13 0.11 -0.12
C 0.6972 1.2642 6.4648 0.08 0.05 0.23
H 1.1913 -5.1617 -7.3239 0.01 0.03 0.03
C -1.2096 1.3736 0.0565 -0.18 0.51 0.43
C -3.7191 -4.4717 0.3824 -0.12 -0.14 -0.22
H -1.2609 -9.7931 -3.6096 0.02 0.02 0.00
H -3.2532 -6.3562 -0.4388 0.07 0.04 -0.01
C 0.6928 -9.1589 -4.0692 -0.11 0.00 0.00
H -3.7726 2.5544 -6.6677 0.07 0.04 0.01
H 2.3789 5.2062 2.0779 -0.09 -0.03 0.01
H -1.2616 1.3455 1.1607 0.09 -0.20 -0.68
C 1.0505 1.8237 2.9236 0.83 -1.49 0.39
H 1.0976 2.1864 3.9652 0.24 0.33 -0.68
H 2.2383 -0.0296 2.6822 -0.44 0.45 -0.11
C 2.1736 -4.7203 -7.1656 0.06 0.12 0.24
H 7.6811 -3.6363 -0.1428 -0.05 -0.01 -0.02
H -0.4175 9.1751 3.8179 0.04 -0.02 0.01
H -2.0777 3.8500 -10.4609 -0.02 0.01 0.05
C 1.6452 9.3488 4.1984 -0.22 0.06 0.03
C 0.6318 3.3847 -3.5459 0.19 0.17 -1.00
N -0.6570 5.8494 2.6583 0.16 0.06 0.03
H -0.8351 3.5266 0.5956 -0.01 -0.13 -0.45
C -6.4382 0.7572 3.2435 -0.14 0.17 -0.28
C 1.9032 -1.5838 -1.1165 -1.07 0.84 -0.02
H -4.5342 3.0268 1.8285 0.45 -0.26 0.07
H -1.4456 3.1967 -1.1041 0.24 0.30 0.55
C 0.4859 5.9606 2.6041 0.17 -0.04 -0.01
C 7.1403 -4.4915 0.2592 -0.23 -0.09 -0.30
H 2.4708 0.8528 7.5213 -0.02 0.01 -0.02
H 7.8255 -5.3329 0.3550 -0.03 0.00 -0.02
C -0.7872 2.8646 -0.2801 0.06 -1.36 -0.90
N -4.4728 2.5309 -8.8834 0.07 0.12 -0.18
C 1.8670 -6.0024 -2.1832 -0.03 -0.12 -0.04
C 1.4786 -1.4401 0.2614 -0.11 -0.27 -0.08
C -5.0434 -2.6950 4.8242 -0.19 -0.11 0.06
C -5.8676 -3.8073 5.3184 0.18 0.25 -0.12
H -2.6832 1.7089 -5.5498 0.07 0.08 0.09
C -3.8756 3.2588 -9.5416 0.13 0.14 -0.10
C -0.1600 0.3458 -0.3850 0.85 -1.07 -0.43
N -3.9534 -3.7918 1.2797 -0.10 -0.16 -0.25
H -2.3517 -4.1459 2.7711 0.02 0.05 0.02
H 2.3541 6.2084 3.5412 -0.02 0.05 -0.02
C 3.5076 11.0996 0.5351 0.15 -0.10 0.11
N 1.6925 -0.9837 -3.3882 0.34 -0.82 1.11
H -3.4303 3.4062 0.4964 -0.18 -0.25 0.47
H -0.8489 -0.0048 2.3228 0.38 -0.21 -0.20
H -2.6968 -0.0553 -0.6400 -0.08 0.60 -0.34
H -2.5293 -4.9735 -1.2695 0.00 -0.09 0.01
H 4.1582 -5.6533 4.7761 -0.01 0.03 -0.04
H -6.6750 -4.0080 4.6163 0.04 0.01 -0.01
C -0.7553 -9.1450 -4.3232 0.29 0.03 0.02
H 4.1973 -2.4612 0.5031 0.13 0.19 0.59
N -1.0179 4.0835 -6.8098 -0.16 -0.08 -0.02
H 0.6047 3.9797 -4.4818 0.03 -0.17 0.55
C 2.1944 -2.3351 1.2963 0.43 0.61 -1.14
H -0.1701 3.7875 -2.9075 0.38 -0.26 -0.12
N 5.1571 -5.1366 -1.3214 -0.02 -0.07 0.03
H 1.4350 1.3886 -4.0670 -0.43 0.41 0.06
C -1.8997 3.4707 -6.3985 -0.19 -0.13 0.06
C 0.4885 -0.5125 0.6107 0.14 -0.23 -0.08
N 2.7268 11.6290 -0.1206 0.10 -0.08 0.12
C -3.4228 -5.3343 -0.7708 -0.22 0.38 0.32
C 1.2181 0.2730 2.9697 -1.08 -0.01 0.06
H 2.3180 -5.9305 -1.1955 0.02 0.07 -0.04
H 5.3973 11.0417 1.4640 -0.02 0.01 -0.04
H -2.9570 1.6441 -1.2878 0.22 -0.46 0.19
H -5.2561 -4.7021 5.4233 -0.01 0.02 -0.01
C 6.0292 -4.8518 -0.6312 0.26 0.08 0.12
H -0.0006 9.6648 5.4718 0.03 -0.01 -0.02
H 4.7783 9.4672 0.9330 -0.02 0.02 0.00
O -1.8009 0.9527 -3.2050 1.14 -0.66 -0.53
N 2.2015 -3.4051 -4.9010 -1.52 -2.17 -3.11
H -6.8826 1.2488 4.1076 0.00 0.01 -0.03
H -3.1170 5.1834 -9.9263 0.01 -0.04 0.03
C 5.5259 -4.6639 3.5189 -0.15 -0.14 0.14
H 2.2988 2.5318 6.9747 -0.01 -0.02 -0.01
H 1.7379 -2.3035 2.2916 0.22 -0.17 -0.47
H -6.2923 -3.5501 6.2873 0.02 0.00 -0.02
H 2.9220 -5.5112 -7.1421 -0.01 0.02 0.02
C 2.1874 -3.9849 -5.8954 0.10 -0.08 -0.16
H 2.1266 -5.1147 -2.7556 0.01 0.07 0.07
H 5.3634 -6.7050 4.0077 0.01 0.03 -0.01
H 4.1070 -2.1879 2.3264 0.29 0.47 -0.45
C 1.2375 -0.7636 -2.1120 0.36 -0.22 1.05
C 4.5054 10.4231 1.3770 -0.20 0.18 -0.14
H 4.0152 -6.0542 3.0543 0.00 0.04 0.02
```
Forces are in eV/Å.

The highest occupied orbital energy comes out at -7.487 eV. Its total charge is 0.